{"formula": "C12H7IrN2O5S", "method": "ωB97M-V with the def2-TZVPD basis set", "symbols": ["Ir", "O", "C", "C", "C", "N", "C", "C", "C", "O", "O", "C", "O", "O", "H", "H", "H", "S", "C", "C", "C", "C", "C", "N", "H", "H", "H", "H"], "coordinates": [[-0.17, -0.15, -0.66], [-1.79, -1.65, 4.85], [-1.21, -1.13, 3.76], [-0.01, -1.64, 3.23], [0.45, -1.10, 2.06], [-0.22, -0.12, 1.46], [-1.32, 0.42, 1.97], [-1.86, -0.06, 3.14], [-1.84, 1.58, 1.10], [-2.63, 2.36, 1.58], [-1.30, 1.61, -0.07], [1.69, -1.54, 1.27], [2.50, -2.27, 1.80], [1.71, -1.07, 0.07], [-1.28, -2.40, 5.19], [0.56, -2.43, 3.71], [-2.76, 0.36, 3.55], [-2.60, -0.90, -0.88], [-1.82, -2.43, -0.62], [-2.45, -3.60, -0.20], [-1.66, -4.72, -0.02], [-0.29, -4.65, -0.25], [0.26, -3.45, -0.65], [-0.51, -2.37, -0.82], [-3.51, -3.60, -0.03], [-2.11, -5.65, 0.31], [0.34, -5.52, -0.14], [1.32, -3.33, -0.83]], "mulliken_charge": [1.53, -0.52, 1.02, -0.20, -0.10, -0.62, 0.05, -0.46, 0.48, -0.61, -0.66, 0.36, -0.65, -0.75, 0.30, 0.47, 0.55, -0.31, 0.60, -0.69, -0.11, -0.70, -0.24, -0.49, 0.41, 0.41, 0.41, 0.51], "relative_energy_ev": 2.2082, "multiplicity": 1, "gap_ha": [0.254, 0.254]}

---

{"formula": "C12H8BF4IrNO5", "method": "ωB97M-V with the def2-TZVPD basis set", "symbols": ["Ir", "C", "C", "C", "C", "C", "H", "H", "H", "H", "H", "O", "C", "C", "C", "N", "C", "C", "C", "O", "O", "C", "O", "O", "H", "H", "H", "F", "B", "F", "F", "F"], "coordinates": [[-0.93, 0.49, -0.52], [-3.41, 0.24, -0.40], [-2.90, 1.51, -0.86], [-2.38, 1.31, -2.15], [-2.59, -0.07, -2.50], [-3.20, -0.71, -1.42], [-3.90, 0.08, 0.54], [-3.04, 2.46, -0.38], [-2.01, 2.07, -2.81], [-2.35, -0.53, -3.45], [-3.47, -1.76, -1.36], [4.33, -0.64, 2.14], [3.22, -0.13, 1.62], [2.09, 0.20, 2.39], [0.99, 0.67, 1.74], [0.95, 0.84, 0.42], [2.03, 0.56, -0.31], [3.19, 0.09, 0.24], [1.77, 0.79, -1.77], [2.68, 0.78, -2.55], [0.51, 1.03, -2.00], [-0.32, 1.03, 2.37], [-0.38, 1.20, 3.56], [-1.27, 1.16, 1.49], [4.22, -0.83, 3.08], [2.07, 0.07, 3.46], [4.04, -0.13, -0.39], [-0.69, -1.54, 0.88], [0.04, -2.42, -0.03], [-0.59, -3.63, -0.13], [1.36, -2.49, 0.38], [-0.04, -1.68, -1.28]], "mulliken_charge": [1.40, -0.37, -0.43, -0.44, -0.30, -0.26, 0.42, 0.48, 0.41, 0.41, 0.43, -0.52, 1.00, -0.35, 0.14, -0.50, 0.27, -0.53, 0.44, -0.62, -0.66, 0.29, -0.63, -0.61, 0.31, 0.45, 0.53, -0.36, 0.61, -0.32, -0.33, -0.39], "s_squared": 1.09, "multiplicity": 2, "gap_ha": [0.236, 0.275]}

---

{"formula": "C12H8Br2F5I2O5PtSeTe", "method": "ωB97M-V with the def2-TZVPD basis set", "symbols": ["Pt", "F", "Te", "F", "F", "F", "F", "O", "Br", "C", "C", "C", "C", "C", "C", "I", "H", "H", "H", "H", "Br", "C", "C", "C", "C", "C", "C", "I", "H", "H", "H", "H", "O", "Se", "O", "O", "O"], "coordinates": [[0.53, -0.54, 1.32], [4.72, 2.11, 2.14], [3.62, 0.68, 1.62], [5.11, 0.38, 0.47], [4.76, -0.41, 2.66], [2.40, 2.14, 1.48], [2.98, 0.78, -0.26], [2.51, -0.85, 1.58], [-0.52, -1.04, -3.14], [-1.25, -2.51, -2.21], [-2.48, -3.01, -2.63], [-3.06, -4.07, -1.96], [-2.42, -4.64, -0.86], [-1.20, -4.14, -0.44], [-0.61, -3.08, -1.12], [1.20, -2.33, -0.37], [-2.97, -2.55, -3.47], [-4.02, -4.45, -2.29], [-2.88, -5.46, -0.33], [-0.70, -4.56, 0.42], [-4.12, 2.28, -0.82], [-2.28, 2.71, -0.95], [-1.92, 3.90, -1.57], [-0.59, 4.24, -1.69], [0.40, 3.39, -1.20], [0.05, 2.20, -0.59], [-1.29, 1.87, -0.46], [-1.80, 0.08, 0.51], [-2.70, 4.55, -1.94], [-0.32, 5.18, -2.16], [1.45, 3.65, -1.28], [0.84, 1.56, -0.20], [1.15, -1.23, 3.98], [1.31, 0.37, 4.03], [0.96, 1.02, 5.45], [2.85, 0.89, 3.55], [0.30, 0.91, 2.75]], "mulliken_charge": [1.28, -0.38, 1.50, -0.36, -0.39, -0.37, -0.45, -0.85, -0.11, 0.33, -0.40, -0.46, -0.61, -0.51, 0.01, 0.26, 0.39, 0.37, 0.38, 0.40, -0.25, 0.16, -0.35, -0.54, -0.62, -0.28, 0.07, 0.22, 0.38, 0.35, 0.44, 0.52, -0.62, 1.20, -0.69, -0.39, -0.61], "total_charge": -1, "relative_energy_ev": 1.2504, "multiplicity": 1, "gap_ha": 0.297}